Record 1
{
  "formula": "C46H52BIrN8O6S3Sb",
  "method": "ωB97M-V with the def2-TZVPD basis set",
  "gap_ev": [4.990, 5.842],
  "multiplicity": 2,
  "charge": 2,
  "symbols": ["Ir", "C", "C", "C", "C", "N", "C", "C", "N", "B", "N", "C", "C", "N", "C", "S", "C", "C", "C", "C", "N", "C", "C", "N", "C", "S", "C", "C", "C", "C", "C", "S", "H", "H", "H", "H", "H", "H", "H", "H", "H", "H", "H", "H", "H", "H", "H", "H", "H", "H", "H", "H", "H", "H", "H", "H", "H", "H", "H", "H", "H", "H", "H", "H", "H", "H", "O", "C", "O", "C", "C", "C", "C", "C", "C", "N", "O", "O", "N", "O", "O", "H", "H", "H", "C", "C", "C", "C", "C", "C", "Sb", "C", "C", "C", "C", "C", "C", "C", "C", "C", "C", "C", "C", "H", "H", "H", "H", "H", "H", "H", "H", "H", "H", "H", "H", "H", "H", "H"],
  "positions_angstrom": [[-0.44, -0.27, 0.10], [-0.18, 2.20, -5.41], [0.89, 2.88, -4.55], [2.15, 2.01, -4.49], [1.24, 4.26, -5.12], [0.33, 3.07, -3.19], [-0.63, 4.01, -2.90], [-0.86, 4.06, -1.58], [0.05, 3.17, -0.93], [-0.95, 2.95, 1.36], [-2.38, 2.42, 1.60], [-3.13, 2.91, 2.63], [-4.36, 2.32, 2.57], [-4.36, 1.47, 1.50], [-3.14, 1.54, 0.92], [-2.66, 0.65, -0.47], [-5.53, 0.71, 1.03], [-5.16, -0.78, 0.93], [-6.69, 0.86, 2.00], [-5.94, 1.30, -0.33], [-0.03, 2.45, 2.53], [0.81, 3.28, 3.22], [1.50, 2.53, 4.11], [1.10, 1.23, 3.98], [0.16, 1.20, 3.01], [-0.80, -0.14, 2.52], [1.81, 0.12, 4.67], [0.94, -1.12, 4.79], [2.21, 0.57, 6.07], [3.05, -0.17, 3.82], [0.69, 2.48, -2.02], [1.39, 0.95, -1.70], [0.20, 2.04, -6.41], [-1.06, 2.82, -5.47], [-0.46, 1.24, -4.98], [2.60, 1.98, -5.48], [1.91, 0.99, -4.20], [2.88, 2.42, -3.80], [1.79, 4.14, -6.04], [1.86, 4.82, -4.43], [0.35, 4.83, -5.35], [-1.10, 4.61, -3.66], [-1.51, 4.69, -1.02], [-0.92, 4.13, 1.36], [-2.75, 3.63, 3.32], [-5.21, 2.47, 3.20], [-4.73, -1.12, 1.87], [-4.45, -0.96, 0.13], [-6.06, -1.35, 0.72], [-6.45, 0.49, 2.99], [-7.53, 0.28, 1.62], [-7.02, 1.89, 2.07], [-5.15, 1.18, -1.07], [-6.16, 2.35, -0.21], [-6.83, 0.79, -0.70], [0.84, 4.33, 3.04], [2.25, 2.84, 4.82], [0.00, -0.89, 5.28], [1.48, -1.86, 5.39], [0.74, -1.58, 3.82], [1.37, 1.01, 6.60], [3.04, 1.27, 6.06], [2.54, -0.30, 6.63], [2.77, -0.65, 2.89], [3.72, -0.84, 4.35], [3.60, 0.75, 3.61], [1.41, 5.11, -0.67], [1.41, 3.93, -0.48], [-0.48, 2.35, 0.07], [2.44, 3.03, -0.10], [2.21, 1.59, 0.04], [3.39, 0.78, 0.31], [4.66, 1.32, 0.37], [4.81, 2.69, 0.22], [3.73, 3.54, 0.00], [6.14, 3.28, 0.25], [6.21, 4.47, 0.11], [7.07, 2.52, 0.40], [3.15, -0.58, 0.44], [1.96, -0.97, 0.26], [4.04, -1.36, 0.72], [1.39, 1.32, 0.70], [5.51, 0.68, 0.54], [3.89, 4.60, -0.11], [-4.03, -4.86, -2.87], [-4.18, -4.30, -1.60], [-3.10, -3.69, -0.98], [-1.87, -3.64, -1.63], [-1.72, -4.18, -2.90], [-2.81, -4.79, -3.51], [-0.18, -2.84, -0.56], [0.15, -4.53, 0.71], [-0.04, -4.49, 2.08], [0.14, -5.64, 2.84], [0.51, -6.83, 2.22], [0.69, -6.87, 0.85], [0.50, -5.72, 0.09], [1.45, -2.93, -1.94], [2.65, -3.48, -1.54], [3.76, -3.37, -2.36], [3.67, -2.70, -3.57], [2.46, -2.16, -3.98], [1.35, -2.26, -3.16], [-4.87, -5.34, -3.34], [-5.13, -4.36, -1.10], [-3.22, -3.27, 0.01], [-0.77, -4.14, -3.40], [-2.69, -5.22, -4.49], [-0.34, -3.57, 2.57], [0.00, -5.62, 3.91], [0.66, -7.72, 2.81], [0.97, -7.79, 0.36], [0.63, -5.76, -0.98], [2.74, -3.98, -0.59], [4.71, -3.78, -2.04], [4.54, -2.60, -4.21], [2.38, -1.65, -4.92], [0.40, -1.82, -3.46]]
}

---

Record 2
{
  "formula": "C5H7N3",
  "method": "ωB97M-V with the def2-TZVPD basis set",
  "smiles": "[H]/N=C\\N1C=CC/C1=N\\[H]",
  "gap_ev": 9.168,
  "multiplicity": 1,
  "charge": 0,
  "symbols": ["H", "N", "C", "N", "C", "C", "C", "C", "N", "H", "H", "H", "H", "H", "H"],
  "positions_angstrom": [[-0.90, -1.85, 1.75], [-1.43, -1.13, 2.27], [-1.02, -0.04, 1.82], [-0.23, 0.28, 0.57], [0.01, 1.53, 0.01], [0.66, 1.51, -1.16], [0.95, -0.04, -1.43], [0.01, -0.70, -0.35], [-0.54, -1.91, -0.22], [-0.04, -2.64, -0.91], [-1.33, 0.93, 2.14], [-0.12, 2.33, 0.74], [1.09, 2.35, -1.77], [0.87, -0.32, -2.61], [2.02, -0.31, -0.85]]
}

---

Record 3
{
  "formula": "C5H3NO",
  "method": "ωB97M-V with the def2-TZVPD basis set",
  "smiles": "C#CC#N.C=C=O",
  "gap_ev": 9.492,
  "multiplicity": 1,
  "charge": 0,
  "symbols": ["C", "C", "C", "N", "H", "C", "C", "O", "H", "H"],
  "positions_angstrom": [[-0.66, -1.46, 3.19], [0.50, -1.13, 2.97], [1.57, -0.66, 2.24], [2.62, -0.38, 1.88], [-1.51, -1.84, 3.64], [0.40, -1.69, -1.00], [-0.36, -0.80, -0.51], [-0.95, 0.04, 0.00], [0.22, -2.16, -2.01], [1.38, -1.96, -0.63]]
}

---

Record 4
{
  "formula": "C9H26BINO2P",
  "method": "ωB97M-V with the def2-TZVPD basis set",
  "smiles": "C[C@H](I)CB[PH2]=N.CC(C)O.CC(C)O",
  "gap_ev": 7.714,
  "multiplicity": 1,
  "charge": 0,
  "symbols": ["C", "C", "I", "C", "B", "P", "N", "H", "H", "H", "H", "H", "H", "H", "H", "H", "H", "C", "C", "C", "O", "H", "H", "H", "H", "H", "H", "H", "H", "C", "C", "C", "O", "H", "H", "H", "H", "H", "H", "H", "H"],
  "positions_angstrom": [[-0.59, -0.20, 3.86], [0.27, -0.30, 2.45], [-0.90, -1.24, 0.81], [1.70, -1.08, 2.75], [1.88, -2.50, 1.95], [1.25, -4.24, 2.50], [2.50, -4.90, 3.33], [-1.44, 0.63, 3.73], [-1.15, -1.18, 4.16], [0.16, 0.19, 4.67], [0.57, 0.82, 2.19], [1.81, -1.14, 3.92], [2.57, -0.37, 2.37], [2.49, -2.47, 0.93], [1.05, -5.01, 1.29], [0.02, -4.20, 3.26], [2.14, -5.17, 4.29], [-1.51, 4.53, 0.44], [-0.34, 3.63, 0.10], [-0.63, 2.81, -1.15], [-0.08, 2.75, 1.19], [-2.42, 3.95, 0.65], [-1.30, 5.11, 1.35], [-1.73, 5.23, -0.37], [0.56, 4.23, -0.06], [-1.50, 2.16, -1.00], [0.22, 2.15, -1.38], [-0.81, 3.45, -2.01], [-0.88, 2.21, 1.33], [-0.98, -1.64, -3.18], [-0.54, -0.33, -3.80], [0.04, -0.54, -5.19], [0.44, 0.29, -2.97], [-0.13, -2.32, -3.06], [-1.38, -1.48, -2.17], [-1.74, -2.13, -3.79], [-1.40, 0.35, -3.86], [0.92, -1.18, -5.15], [0.36, 0.42, -5.62], [-0.70, -1.00, -5.86], [1.20, -0.31, -2.91]]
}

---

Question: Number 4 is which compound?
Answer: C9H26BINO2P